Below is C3H9N3O as an isolated structure in a non-equilibrium geometry, with properties calculated with ωB97M-V/def2-TZVPD.

Atoms and positions in Å:
1 C 0.0668 2.1128 0.5231
2 C 0.1701 -0.5073 -0.9270
3 H -0.7294 2.5316 -0.0729
4 H -1.7965 0.4238 -0.0378
5 H 1.3015 -2.1735 -1.0623
6 H -0.3841 -2.4751 -1.2378
7 H 0.9198 2.7390 0.7175
8 C 0.2100 0.7660 0.6482
9 O -0.3234 -0.0147 -2.0994
10 N -0.9927 -0.0946 0.3054
11 H -1.0065 -0.6123 -2.4714
12 H 1.1890 -0.8117 1.5499
13 N 0.3603 -1.8873 -0.8366
14 N 1.1165 0.1950 1.5460
15 H -1.2222 -0.8064 0.9902
16 H 1.1207 0.6146 2.4650

Max |F|: 1.60 eV Å⁻¹
HOMO level: -0.242 Eh
Spin multiplicity: 1
Energy above the lowest of the compared OMol25 structures with the same formula, charge and spin: 112.6 kcal per mole

=====

Below is C5H8N2 in the gas phase in a non-equilibrium geometry, with properties calculated with ωB97M-V/def2-TZVPD.

Atoms and positions in Å:
1 C -0.2494 0.7106 -0.7503
2 N 0.0892 0.5533 0.7002
3 H 1.9343 -0.4642 1.1842
4 H -2.5203 -0.0122 0.6812
5 C 1.5451 0.4598 0.7377
6 N 2.4244 0.6084 -1.7524
7 H -2.4729 -1.4312 -0.3889
8 H -1.9486 -1.5721 1.3016
9 H -1.0280 1.4385 -0.9325
10 H 0.6823 0.7058 -1.5877
11 H 1.9605 1.3131 1.2835
12 C 2.0001 0.5557 -0.6736
13 C -1.9540 -0.9131 0.4259
14 H 0.0908 -1.4052 -0.2239
15 C -0.5536 -0.5472 -0.0050

Max |F|: 4.91 eV Å⁻¹
HOMO level: -0.361 Eh
Spin multiplicity: 1
Energy above the lowest of the compared OMol25 structures with the same formula, charge and spin: 78.0 kcal per mole

=====

Below is a 15-piece molecular cluster, C49H132N7O23 overall in a non-equilibrium geometry, with properties calculated with ωB97M-V/def2-TZVPD.

Atoms and positions in Å:
1 H -3.7125 5.8388 5.0875
2 H -5.6634 9.0681 2.1208
3 O -4.5506 7.8424 3.4437
4 O -2.9188 -2.5100 0.9393
5 H 2.2010 6.9337 5.9853
6 H 3.7415 9.5489 7.8677
7 H -5.8890 8.0386 5.0877
8 C -1.4086 -0.5177 0.8872
9 C 3.4434 1.4475 -6.6693
10 H 7.3984 5.0402 -1.1107
11 H 1.2813 -10.1705 -0.2032
12 H 0.3732 7.8842 -3.6897
13 C 7.7546 -6.1270 -0.9923
14 C -0.2293 -7.5161 -7.0961
15 H 5.2316 -12.2242 -1.6567
16 N -3.9250 8.5501 6.9924
17 H 0.5715 -2.0806 -2.1867
18 H -0.4919 -4.2740 0.0757
19 H 6.7460 -6.0198 -0.5930
20 C 8.0780 1.9282 -3.4224
21 H -4.8284 6.0883 6.3592
22 C 2.4514 7.1262 8.8409
23 H -6.6373 -10.0681 0.9550
24 C 0.5114 -0.4946 -0.8385
25 H 3.2099 -6.4999 5.8251
26 H 4.1620 -10.3188 -4.3453
27 C -1.0360 -4.0572 -0.8436
28 C -2.3709 0.4701 0.1201
29 H -3.7573 9.4978 6.6860
30 H 7.6320 3.9333 -3.9389
31 H -3.7678 9.7840 -8.8367
32 C 2.7550 -10.9985 -2.1733
33 H -3.3066 -9.3182 7.7496
34 N -6.3670 6.8379 -6.4801
35 C -1.9873 -2.0881 -2.1117
36 H -2.6068 -0.7530 2.6034
37 H 7.3026 1.5846 -4.1071
38 H 9.4681 0.9131 -4.5442
39 H 4.6833 4.8595 7.5979
40 H -1.6791 -2.6919 -2.9652
41 O 0.3569 0.7925 9.3722
42 C -3.5554 -8.4717 7.1096
43 H 0.1098 -4.8986 3.8784
44 H 1.6907 6.4554 9.2403
45 H -3.1310 5.8684 6.8121
46 H 3.1250 7.1622 9.6971
47 H -3.1084 6.5059 -7.2261
48 H 1.0882 -1.0817 10.0776
49 H -0.9866 -1.1088 2.9441
50 H 3.8000 -0.5850 -5.9726
51 C -3.7999 6.3036 6.0696
52 C -5.5911 8.0521 2.5089
53 C 4.5208 -12.7622 -2.2839
54 H -1.9006 -7.4572 7.1087
55 C 6.4662 4.6788 -1.5449
56 H 8.7110 1.4663 -1.3965
57 H -1.8577 -0.6732 9.1352
58 N 1.3481 11.9771 -4.4315
59 H -0.2387 -7.7606 -6.0339
60 H -2.3750 -0.5157 11.3497
61 H -3.0047 -7.0386 5.0717
62 O -9.5143 -1.6191 -0.6957
63 H -10.2806 0.5073 0.5131
64 H -6.8813 -6.6544 -2.2848
65 N 4.5973 -11.0557 -3.8090
66 C 3.4393 6.4185 7.8529
67 N 9.3285 1.8188 -4.1195
68 H -4.8669 -8.9408 -0.2772
69 H 1.8989 -5.9224 6.8115
70 H 7.8013 -5.7169 -2.0011
71 H 1.8336 -6.1856 3.6691
72 C -0.0025 8.3478 -2.7775
73 O 2.1095 -7.2290 -6.7986
74 H -4.6402 -8.4243 7.2047
75 C -0.4793 10.4644 -3.8154
76 H 0.6077 7.8486 -2.0248
77 C 0.3213 -1.9759 -1.1310
78 H -1.1717 -2.1400 9.8131
79 H -1.1169 12.3890 -5.7050
80 O -1.4438 -0.4602 11.1232
81 N 4.0490 5.2673 8.2698
82 H 3.8537 -0.1721 -8.7346
83 C -1.5984 -0.4052 2.3796
84 H 2.5737 -0.5487 -7.1987
85 H 1.8264 -11.5556 0.5827
86 C -4.1523 6.7819 -7.3747
87 H -2.4080 8.6865 -8.4866
88 H -3.4111 0.5829 0.4257
89 H -6.7414 6.2786 -7.2332
90 H 0.0112 0.1901 -1.5234
91 H -4.1148 4.6907 -5.7331
92 H 9.0991 2.3377 -4.9551
93 H -2.8668 8.1244 5.3015
94 C 3.5174 -0.0909 -6.9022
95 C -3.3682 -8.8439 5.6208
96 O 1.8657 -11.8419 -1.4706
97 H 3.4441 5.8151 5.7530
98 H 0.3113 -11.6773 -0.1719
99 C 2.1229 -6.4392 5.8783
100 O -4.2336 8.1869 -7.5937
101 C 2.9273 9.5177 8.5918
102 H -4.0142 -9.7138 5.5022
103 H 6.2050 5.4255 -2.2947
104 H -8.9224 1.3818 0.2798
105 H -5.6025 4.4569 -6.6634
106 C 8.0853 1.0297 -2.1750
107 H -7.4576 -8.8451 -2.0871
108 H -7.9510 -0.5222 -1.2804
109 H -5.6441 4.8010 -4.8690
110 H -6.1801 7.6892 -6.9905
111 O 2.4614 1.9670 -7.5857
112 C -5.1578 4.9935 -5.8254
113 H 8.6630 3.7953 -2.5392
114 C -0.9641 12.8051 -4.7092
115 H 2.4236 10.4501 8.3368
116 H 0.3434 0.8866 0.8575
117 C 1.6047 -5.7559 4.6443
118 H -1.9752 -4.6090 -0.8046
119 H 2.0576 -4.7712 4.7600
120 H 1.9720 5.3569 6.6344
121 H -1.9355 1.4653 0.2102
122 H 3.5253 9.4733 9.5020
123 H 9.0495 -7.5228 -0.7517
124 O -6.7020 -7.0762 -1.4413
125 O 0.2401 -5.3832 4.6968
126 H -1.9298 12.7956 -4.2038
127 H -0.5724 13.8223 -4.7091
128 H -4.8317 9.3866 4.8991
129 H 5.1297 -10.5403 -3.1227
130 H 7.0988 1.1426 -1.7254
131 C -8.9678 -0.3945 -0.9093
132 H 4.0076 -13.3905 -1.5559
133 H -1.7703 -1.0508 -2.3668
134 H 2.2030 -8.3023 5.5113
135 H 8.8433 -5.9160 0.8317
136 H 2.1990 -10.2761 -2.7707
137 H -3.1152 8.2949 7.5393
138 H 4.9633 -13.5577 -2.8834
139 C 7.7682 3.3846 -3.0070
140 H -3.0578 -2.2115 -1.9479
141 H -2.3097 -9.0837 5.5198
142 H -1.2236 -7.0857 -7.2152
143 H -9.5049 0.0542 -1.7449
144 C -5.8471 -9.3270 -0.5569
145 C 0.3498 -0.6417 9.4072
146 H 1.4016 11.3913 -5.2525
147 H -1.4119 0.5846 2.7965
148 H 8.3687 -4.4255 0.2007
149 H 2.9979 1.5922 -5.6850
150 H -3.6635 8.2620 -9.6557
151 H -5.7014 -10.3627 -0.8637
152 H -0.2294 1.0386 10.0915
153 H -8.8307 0.4169 2.2872
154 H -1.5453 10.3005 -3.6581
155 O 1.6282 -7.7120 6.0040
156 H 2.8818 2.0313 -8.4463
157 H -0.5066 -4.3178 -1.7600
158 H -0.0405 12.2632 -2.8671
159 O -6.7741 -9.2099 0.5472
160 C -4.8809 8.3053 4.7705
161 O -8.7082 -0.2893 1.6486
162 C -1.1125 -1.0518 9.8347
163 C -0.0151 11.9057 -3.8965
164 C 3.6233 -11.8942 -3.1314
165 H 0.9330 -6.5198 -8.4683
166 N -1.6163 -1.9409 0.4783
167 C 0.0769 -0.1357 0.5890
168 H -2.2657 0.4299 -0.9641
169 H -5.2707 7.5339 1.6051
170 O 0.1988 9.7872 -2.8007
171 H 0.6528 -1.0340 8.4364
172 H 1.5684 -0.3122 -1.0322
173 H 8.2898 -0.0320 -2.3134
174 O -2.7755 -7.3656 7.4929
175 C -1.2003 -2.4984 -0.8631
176 H 5.8781 4.8294 -0.6396
177 H 0.6177 -9.1542 -7.3884
178 H -4.7133 6.9843 -5.2382
179 H 10.6527 -4.9528 -0.1206
180 H -10.4334 -1.4928 -0.4489
181 O -0.1458 -8.7137 -7.7687
182 H -0.3355 10.0037 -4.7927
183 H 4.2079 7.1722 7.6816
184 H 3.4988 -10.5242 -1.5330
185 H 1.0523 -2.5921 -0.6075
186 H -5.7932 -8.4896 -2.5850
187 C 1.3038 -11.2534 -0.3249
188 H 2.8871 -6.6849 -6.9431
189 H -1.0633 8.1113 -2.6939
190 H 1.8839 11.4654 -3.7451
191 H -6.5620 7.8105 2.9415
192 C 2.7258 6.1341 6.5082
193 O 4.4028 -0.2996 -7.9575
194 H -4.4829 6.1233 -8.1778
195 C -5.0130 6.4665 -6.1494
196 C -6.4838 -8.4979 -1.7418
197 O 6.6342 3.4069 -2.1306
198 H 3.2641 4.6322 8.2445
199 C -9.2091 0.3378 0.4065
200 H 0.5919 -0.8139 1.2693
201 H 4.4256 1.9176 -6.7178
202 H 3.0094 -12.4299 -3.8555
203 C -3.8013 7.7991 5.7588
204 C 0.9488 -6.5545 -7.3789
205 C -3.4762 8.7433 -8.6957
206 H 0.8975 -5.5890 -6.8758
207 C 8.7843 -5.3819 -0.1166
208 O -3.7223 -7.6553 4.9093
209 O 2.0231 8.4347 8.3103
210 O 8.1220 -7.4968 -0.9981
211 O 10.0162 -5.1690 -0.8060

Max |F|: 5.30 eV Å⁻¹
HOMO level: -0.059 Eh
Spin multiplicity: 1
Charge: -1